Entry from the OMol25 dataset: C6H12O in the gas phase (ωB97M-V with the def2-TZVPD basis set).

Properties
maximum force: 0.01367 Eh/bohr
E_tot: -310.92795 hartree
E_HOMO: -7.91 eV

Cartesian coordinates (Å):
O (-0.0388, -0.9671, 0.4798)
C (-1.3011, 0.1654, -1.0525)
C (-0.5025, 0.3884, 0.2325)
C (-1.3460, 0.9444, 1.3627)
C (1.7239, -2.0614, -0.3771)
C (0.7078, 1.3056, -0.0063)
C (1.2762, -1.0540, 0.6546)
H (-0.7629, 0.9790, 2.2874)
H (-2.2638, 0.3723, 1.5281)
H (-2.1846, -0.4534, -0.8567)
H (1.1678, 1.6143, 0.9365)
H (1.4928, 0.8401, -0.6154)
H (-1.6142, 1.1127, -1.4975)
H (0.3587, 2.1846, -0.5471)
H (1.0157, -2.1218, -1.2165)
H (-0.6781, -0.3737, -1.7745)
H (2.6885, -1.7115, -0.7581)
H (1.8841, -3.0611, 0.0282)
H (-1.6225, 1.9707, 1.0985)